Entry 1:
Molecular formula: C6H11ClS
Method: DFT, the ωB97M-V functional and the def2-TZVPD basis

orbital gap: 3.9 eV
spin multiplicity: 1
E_LUMO: -0.102 Ha
charge: 0
energy relative to the best compared isomer or geometry (same formula, charge and spin): 151.4 kcal per mole

Last column: Löwdin charge in e.
Positions of all 19 atoms, in Å:
C 3.58 -0.69 -0.41  -1.163
C -0.52 -1.09 1.01  0.011
C 0.04 1.32 0.38  -0.053
C -2.06 0.31 -0.57  -0.028
C 0.05 -0.35 -1.27  0.219
C -0.64 0.04 -0.10  -0.655
S 3.51 -2.04 0.43  0.452
Cl 3.57 0.84 0.49  0.379
H 0.29 -0.93 1.62  0.055
H -0.54 -1.93 0.50  0.028
H -1.50 -0.93 1.57  0.112
H -0.51 1.78 1.26  0.130
H 0.25 2.07 -0.38  0.085
H 1.03 1.08 0.70  -0.006
H -2.75 0.22 0.24  0.081
H -2.01 1.38 -0.91  0.109
H -2.38 -0.37 -1.29  0.063
H -0.08 0.46 -2.06  0.134
H 0.68 -1.17 -1.22  0.047


Entry 2:
Molecular formula: C11H17N4O6
Method: DFT, the ωB97M-V functional and the def2-TZVPD basis

orbital gap: 8.0 eV
SMILES string: CNC(=O)[C@@H](CC(N)=O)NC(=O)[C@@H](CC(=O)[O-])NC(C)=O
spin multiplicity: 1
E_LUMO: 0.106 Ha
charge: -1
energy relative to the best compared isomer or geometry (same formula, charge and spin): 49.4 kcal per mole

Last column: Löwdin charge in e.
Positions of all 38 atoms, in Å:
O 3.57 -1.79 1.30  -0.014
O -0.70 1.74 1.89  -0.088
O 2.08 0.61 -4.17  0.000
O -2.64 2.32 -2.54  0.002
O -0.33 -1.53 -0.59  0.022
O -1.58 0.88 3.65  -0.055
C 2.59 -2.56 1.56  -0.494
C -0.82 0.75 2.66  -0.697
C 1.12 0.41 -3.41  -0.475
C -2.01 1.98 -1.53  -0.382
C 0.07 -0.52 -0.03  -0.462
N 0.83 -0.89 -3.05  0.189
N -2.37 2.43 -0.28  0.036
N -0.05 0.63 -0.57  0.113
N 1.30 -2.19 1.43  0.113
C 2.88 -3.92 2.07  -0.008
C -3.63 3.12 0.16  -0.054
C 0.23 1.50 -2.87  -0.045
C 0.05 -0.48 2.54  -0.056
C -0.74 0.99 -1.79  -0.168
C 0.88 -0.77 1.29  -0.165
H 1.20 -1.57 -3.65  0.091
H 0.19 -1.23 -2.40  0.029
H -1.85 1.93 0.47  0.081
H 0.43 1.39 -0.08  0.161
H 0.66 -2.84 1.78  0.119
H 3.93 -4.03 2.00  0.062
H 2.82 -4.03 3.14  0.083
H 2.47 -4.66 1.45  0.071
H -4.14 2.54 0.90  0.066
H -3.62 4.17 0.57  0.091
H -4.31 3.03 -0.69  0.061
H 0.87 2.25 -2.35  0.138
H -0.25 2.09 -3.58  0.102
H 0.90 -0.47 3.22  0.130
H -0.66 -1.24 2.65  0.103
H -1.13 0.07 -2.27  0.141
H 1.77 -0.13 1.11  0.159


Entry 3:
Molecular formula: C20H35N8PmS
Method: DFT, the ωB97M-V functional and the def2-TZVPD basis

expectation value of S²: 6.00
orbital gap (spin up / spin down): 8.9 / 9.4 eV
spin multiplicity: 5
E_LUMO (spin up / spin down): -0.202 / -0.181 Ha
charge: +2
energy relative to the best compared isomer or geometry (same formula, charge and spin): 0.0 kcal per mole

Last column: Mulliken spin population.
Positions of all 65 atoms, in Å:
Pm -0.29 -0.26 0.30  4.019
C -1.57 3.37 0.26  -0.001
C -2.02 2.60 -0.97  0.003
N -2.24 1.14 -0.76  -0.003
C -3.57 0.84 -0.17  -0.002
C -3.47 0.33 1.25  0.006
N -2.60 -0.86 1.30  -0.008
C -2.75 -1.60 2.58  0.003
C -2.08 -0.91 3.77  -0.001
C -0.59 -1.19 3.87  0.002
N 0.24 -0.47 2.88  -0.005
C 0.73 0.86 3.35  -0.003
C 0.05 2.03 2.68  0.008
N 0.36 2.04 1.23  -0.008
C -0.08 3.29 0.56  0.002
H -2.17 3.10 1.13  0.000
H -1.80 4.42 0.08  0.000
H -1.27 2.70 -1.76  -0.001
H -2.95 3.03 -1.36  0.000
H -2.24 0.73 -1.69  0.000
H -4.06 0.08 -0.78  0.000
H -4.22 1.72 -0.21  0.000
H -4.47 0.10 1.63  0.000
H -3.05 1.09 1.91  -0.002
H -2.92 -1.50 0.58  0.000
H -2.32 -2.59 2.44  -0.001
H -3.82 -1.74 2.78  0.000
H -2.55 -1.30 4.68  0.000
H -2.29 0.16 3.78  0.000
H -0.42 -2.25 3.72  -0.001
H -0.23 -0.95 4.88  0.000
H 1.08 -1.03 2.74  -0.001
H 1.80 0.91 3.15  0.001
H 0.60 0.95 4.43  0.000
H 0.39 2.97 3.14  0.000
H -1.04 1.99 2.81  -0.003
H 1.38 2.02 1.16  0.001
H 0.48 3.36 -0.37  -0.001
H 0.22 4.14 1.18  0.000
N 0.32 -3.35 -0.99  -0.003
C -0.41 -2.50 -0.70  0.003
C 5.39 -3.22 1.65  0.000
N 4.54 -2.06 1.46  0.000
C 3.41 -2.07 0.76  0.000
N 2.96 -3.19 0.25  0.000
S 2.63 -0.55 0.51  -0.006
H 6.18 -2.96 2.35  0.000
H 5.85 -3.53 0.71  0.000
H 4.83 -4.05 2.08  0.000
H 4.87 -1.16 1.75  0.000
H 3.48 -4.05 0.33  0.000
H 2.12 -3.21 -0.32  0.000
N 0.44 0.55 -1.95  0.000
C 0.54 0.43 -3.10  0.001
C 0.64 0.28 -4.51  -0.001
C 0.40 -0.96 -5.09  0.000
C 0.52 -1.07 -6.47  0.000
C 0.87 0.04 -7.23  0.000
C 1.11 1.27 -6.63  0.000
C 1.00 1.41 -5.26  0.000
H 0.14 -1.82 -4.49  0.000
H 0.34 -2.02 -6.95  0.000
H 0.96 -0.05 -8.30  0.000
H 1.39 2.13 -7.23  0.000
H 1.19 2.35 -4.77  0.000


Entry 4:
Molecular formula: C25H59BClN6O10P4
Method: DFT, the ωB97M-V functional and the def2-TZVPD basis

orbital gap: 7.2 eV
spin multiplicity: 1
E_LUMO: -0.115 Ha
charge: +1

Last column: Löwdin charge in e.
Positions of all 106 atoms, in Å:
C 0.85 -5.14 -0.79  -0.086
C 0.57 -3.90 0.24  -0.293
N 0.32 -2.61 -0.40  -0.142
C 1.03 -1.41 0.09  -0.510
P 2.86 -1.84 0.13  1.038
C 4.02 -0.72 1.02  -0.422
C 5.40 -0.31 0.34  -0.161
C 3.51 -3.04 -1.10  -0.423
C 4.72 -2.53 -2.07  -0.156
N 0.68 -0.39 -1.03  -0.293
P 0.98 -1.25 -2.57  0.932
P -1.01 -1.77 -3.39  0.484
O -2.15 -1.45 -2.42  -0.362
O -1.33 -1.00 -4.86  -0.212
O -0.97 -3.48 -3.53  -0.223
C 1.23 0.97 -0.84  -0.406
P 1.54 2.05 -2.37  0.899
N 2.30 3.52 -1.69  -0.167
O 0.10 2.55 -3.16  -0.325
C 0.45 1.67 0.40  -0.232
C -0.53 2.86 0.01  -0.065
B -1.98 2.48 -0.58  -0.566
O -2.36 1.24 -1.17  0.105
O -3.02 3.49 -0.49  0.075
C -0.10 0.66 1.52  -0.219
C -0.04 1.39 2.97  -0.115
C -1.51 2.04 3.30  -0.174
C -2.50 1.02 4.03  -0.156
C -3.56 0.28 3.09  -0.212
N -4.89 0.96 2.98  -0.141
C -5.99 0.00 3.34  -0.091
C -5.20 1.36 1.59  -0.386
C -5.60 2.88 1.22  -0.006
O -5.22 0.57 0.61  0.028
C 0.46 -0.84 1.52  -0.566
O 1.40 -1.10 2.59  -0.121
Cl -1.02 -1.83 2.12  0.758
H 0.79 -4.71 -1.84  0.056
H 0.03 -5.94 -0.70  0.084
H 1.86 -5.58 -0.52  0.070
H 1.31 -3.95 1.09  0.106
H -0.43 -4.21 0.73  0.099
H -0.69 -2.45 -0.54  0.088
H 4.28 -1.17 2.04  0.091
H 3.48 0.27 1.29  0.081
H 5.32 0.33 -0.59  0.075
H 5.96 -1.28 0.10  0.073
H 6.07 0.23 1.11  0.089
H 2.73 -3.44 -1.84  0.047
H 3.92 -3.98 -0.58  0.086
H 4.62 -1.40 -2.14  0.052
H 4.54 -2.92 -3.14  0.080
H 5.74 -2.89 -1.74  0.075
H -0.37 -0.32 -0.99  0.130
H 1.54 -0.44 -3.60  -0.072
H -2.22 -0.58 -4.72  0.099
H -1.44 -3.88 -2.77  0.076
H 2.31 0.85 -0.46  0.106
H 1.81 4.36 -2.06  0.047
H 2.20 3.53 -0.67  0.027
H 0.04 3.53 -3.04  0.056
H 1.29 2.23 0.97  0.132
H -0.73 3.43 1.00  0.127
H -0.09 3.65 -0.68  0.099
H -3.17 1.34 -1.71  0.123
H -2.95 3.97 0.36  0.093
H -1.24 0.56 1.35  0.103
H 0.13 0.66 3.83  0.098
H 0.79 2.16 3.04  0.120
H -2.03 2.45 2.37  0.089
H -1.30 2.92 4.00  0.105
H -3.08 1.59 4.84  0.126
H -1.89 0.22 4.56  0.103
H -3.19 0.05 2.04  0.089
H -3.76 -0.74 3.58  0.117
H -6.23 -0.75 2.52  0.097
H -5.79 -0.57 4.30  0.096
H -6.94 0.62 3.52  0.104
H -4.98 3.56 1.88  0.080
H -5.42 3.04 0.11  0.078
H -6.73 2.95 1.39  0.093
H 1.14 -1.92 3.06  0.086
C -0.40 -2.44 -10.08  -0.346
O -0.01 -1.93 -11.11  0.022
N -0.68 -1.76 -8.93  -0.205
C -1.14 -2.44 -7.74  -0.072
C -0.51 -0.32 -8.90  -0.044
H -0.56 -3.52 -10.00  0.131
H -2.12 -2.04 -7.46  0.086
H -0.43 -2.25 -6.93  0.068
H -1.22 -3.51 -7.90  0.087
H -1.15 0.13 -9.66  0.095
H 0.53 -0.08 -9.13  0.094
H -0.78 0.07 -7.92  0.078
C 0.95 1.87 6.54  -0.339
O 0.15 2.62 6.01  0.004
N 2.18 2.23 6.98  -0.202
C 3.09 1.27 7.60  -0.058
C 2.61 3.61 6.84  -0.041
H 0.73 0.80 6.69  0.133
H 3.31 1.60 8.62  0.093
H 4.01 1.23 7.02  0.089
H 2.64 0.28 7.64  0.084
H 1.91 4.25 7.38  0.096
H 2.60 3.88 5.78  0.090
H 3.61 3.74 7.25  0.090